Entry 1:
This record from the Open Molecules 2025 dataset describes a molecular structure, C4H7NO at a distorted geometry. The level of theory is ωB97M-V/def2-TZVPD.

Last column: natural (NBO) charge in e.
Element x y z (Å)
C  -1.94325  0.40994  0.84360  -0.44
N  -1.15289  1.13375  -0.53915  -0.45
C  -0.06959  0.49422  -0.55242  0.51
C  1.35567  0.17693  -1.11109  -0.48
C  1.36231  -0.83957  0.04235  -0.07
O  0.07056  -0.45633  0.41208  -0.52
H  -1.64079  -0.42853  1.53792  0.22
H  -2.83032  0.06765  0.33920  0.20
H  -1.99899  1.29110  1.46395  0.20
H  2.10597  0.96590  -1.02277  0.24
H  1.41310  -0.27514  -2.10438  0.24
H  1.31869  -1.89924  -0.20561  0.18
H  2.00952  -0.64069  0.89629  0.18

Results
Lowest unoccupied orbital energy, Eh: 0.0339
HOMO-LUMO gap, hartree: 0.386
DFT total energy, eV: -7795.65323
Max |F|, eV/Å: 2.2
Relative energy (zero: lowest compared OMol25 entry of this formula, charge and spin), kJ/mol: 385.1

Entry 2:
This record from the Open Molecules 2025 dataset describes a single C4H7NO molecule at a distorted geometry. The level of theory is ωB97M-V/def2-TZVPD.

Last column: natural (NBO) charge in e.
Element x y z (Å)
C  -0.80328  -1.06530  -0.06922  -0.43
C  -0.37625  0.35697  -0.36053  0.34
C  1.95110  0.18903  -0.06832  -0.05
C  -0.86520  -0.03819  1.01636  -0.43
O  -1.25683  1.11784  -1.13228  -0.71
N  0.94784  0.71028  -0.61760  -0.40
H  -0.71649  1.72006  -1.65606  0.49
H  -1.72990  -1.38557  -0.51733  0.23
H  -0.03162  -1.82001  -0.03228  0.21
H  2.92288  0.55776  -0.35951  0.18
H  1.92808  -0.60618  0.67980  0.15
H  -0.13657  -0.07409  1.81275  0.21
H  -1.83374  0.33738  1.30421  0.23

Results
Structure (SMILES): C=NC1(O)CC1
Lowest unoccupied orbital energy, Eh: 0.0404
HOMO-LUMO gap, hartree: 0.375
DFT total energy, eV: -7797.27713
Max |F|, eV/Å: 1.2
Relative energy (zero: lowest compared OMol25 entry of this formula, charge and spin), kJ/mol: 228.4

Entry 3:
This record from the Open Molecules 2025 dataset describes a molecular structure, C4H7NO. The level of theory is ωB97M-V/def2-TZVPD.

Last column: natural (NBO) charge in e.
Element x y z (Å)
C  2.19140  0.20224  0.33119  -0.44
N  1.26906  -0.38555  -0.62323  -0.49
C  0.07787  -0.02344  -0.51630  0.57
C  -1.21087  -0.79599  -0.57165  -0.50
C  -1.78493  0.44768  0.11821  -0.06
O  -0.47253  1.06763  0.13370  -0.51
H  2.02050  1.25933  0.55748  0.19
H  3.22716  0.03553  0.03502  0.20
H  2.01575  -0.36733  1.25340  0.19
H  -1.06440  -1.63577  0.11261  0.23
H  -1.62502  -1.14818  -1.51371  0.24
H  -2.50295  1.03486  -0.45836  0.18
H  -2.14105  0.30899  1.14163  0.19

Results
Lowest unoccupied orbital energy, Eh: 0.0364
HOMO-LUMO gap, hartree: 0.377
DFT total energy, eV: -7797.43347
Max |F|, eV/Å: 0.6
Relative energy (zero: lowest compared OMol25 entry of this formula, charge and spin), kJ/mol: 213.3

Entry 4:
This record from the Open Molecules 2025 dataset describes 2 unconnected molecules or ions with the total composition C4H7NO at a distorted geometry. The level of theory is ωB97M-V/def2-TZVPD.

Last column: natural (NBO) charge in e.
Element x y z (Å)
C  -0.86542  1.31576  1.27531  0.30
C  0.32956  0.03883  0.65791  0.54
C  -1.03411  -0.17795  -1.97969  -0.52
C  1.46020  -0.90429  0.52290  -0.69
N  -0.90690  0.01737  1.23540  -0.54
O  0.41545  1.46153  0.60571  -0.53
H  -1.65956  2.03265  1.40857  0.20
H  -1.31598  0.86319  -1.69417  0.17
H  -1.58320  -1.00112  -1.47466  0.18
H  -0.04636  -0.38193  -2.37592  0.16
H  2.14525  -0.48954  1.30068  0.24
H  2.00437  -0.95107  -0.34947  0.24
H  1.05670  -1.82343  0.86745  0.25

Results
Lowest unoccupied orbital energy (alpha / beta), Eh: 0.0100 / -0.0050
HOMO-LUMO gap (alpha / beta), hartree: 0.305 / 0.319
DFT total energy, eV: -7793.57569
Max |F|, eV/Å: 3.9
Relative energy (zero: lowest compared OMol25 entry of this formula, charge and spin), kJ/mol: 585.5

Entry 5:
This record from the Open Molecules 2025 dataset describes a single C4H7NO molecule. The level of theory is ωB97M-V/def2-TZVPD.

Last column: natural (NBO) charge in e.
Element x y z (Å)
C  -1.74541  -0.12011  -0.15223  -0.61
C  -0.34852  -0.16178  0.42147  -0.16
N  0.65096  -0.98730  -0.29593  -0.61
C  1.64358  0.09642  -0.30809  -0.34
C  0.52667  1.05061  0.08573  0.60
O  0.37845  2.24287  0.13106  -0.51
H  -2.27522  -1.06630  -0.00602  0.22
H  -1.67362  0.08876  -1.22283  0.22
H  -2.29979  0.69192  0.33080  0.22
H  -0.35954  -0.34213  1.50842  0.20
H  0.94815  -1.82978  0.18364  0.36
H  2.21859  0.20866  -1.22987  0.22
H  2.33569  0.12816  0.55387  0.20

Results
Structure (SMILES): C[C@H]1NCC1=O
Lowest unoccupied orbital energy, Eh: 0.0280
HOMO-LUMO gap, hartree: 0.378
DFT total energy, eV: -7797.94582
Max |F|, eV/Å: 0.9
Relative energy (zero: lowest compared OMol25 entry of this formula, charge and spin), kJ/mol: 163.9

Entry 6:
This record from the Open Molecules 2025 dataset describes 2 unconnected molecules or ions with the total composition C4H7NO at a distorted geometry. The level of theory is ωB97M-V/def2-TZVPD.

Last column: natural (NBO) charge in e.
Element x y z (Å)
C  -2.02469  0.41203  0.39335  -0.32
C  -0.77912  0.74169  -0.14032  -0.04
N  0.24277  -0.12820  0.03357  -0.50
C  -0.34521  -1.11110  0.86070  -0.10
C  -1.68279  -0.82193  1.04947  -0.29
H  -2.88999  0.93954  0.32615  0.22
H  -0.81161  1.55416  -0.72687  0.19
H  1.13615  -0.00418  -0.18072  0.42
H  0.25656  -1.85977  1.33659  0.21
H  -2.33349  -1.26785  1.90824  0.22
H  2.93208  1.05131  -2.19679  0.48
H  3.34519  -0.16258  -1.34739  0.47
O  2.95414  0.65688  -1.31599  -0.95

Results
Structure (SMILES): c1cc[nH]c1.O
Lowest unoccupied orbital energy, Eh: 0.0221
HOMO-LUMO gap, hartree: 0.315
DFT total energy, eV: -7797.62421
Max |F|, eV/Å: 7.8
Relative energy (zero: lowest compared OMol25 entry of this formula, charge and spin), kJ/mol: 194.9

Entry 7:
This record from the Open Molecules 2025 dataset describes a single C4H7NO molecule. The level of theory is ωB97M-V/def2-TZVPD.

Last column: natural (NBO) charge in e.
Element x y z (Å)
C  1.39370  0.76567  -0.35468  -0.60
C  0.23916  -0.20349  -0.48469  -0.11
C  -0.14346  -0.71592  0.89159  -0.09
O  -1.58981  -0.87801  0.80473  -0.50
C  -1.91858  -0.04560  -0.22696  0.38
N  -1.00473  0.40569  -0.97852  -0.47
H  1.61602  1.21018  -1.32232  0.22
H  2.28825  0.25507  0.02634  0.21
H  1.12775  1.55467  0.35823  0.21
H  0.50203  -1.02069  -1.17642  0.19
H  0.01433  0.06636  1.64187  0.17
H  0.44758  -1.59470  1.17974  0.20
H  -2.97224  0.20077  -0.35892  0.19

Results
Structure (SMILES): C[C@H]1COC=N1
Lowest unoccupied orbital energy, Eh: 0.0390
HOMO-LUMO gap, hartree: 0.397
DFT total energy, eV: -7798.49314
Max |F|, eV/Å: 0.9
Relative energy (zero: lowest compared OMol25 entry of this formula, charge and spin), kJ/mol: 111.1

Entry 8:
This record from the Open Molecules 2025 dataset describes a single C4H7NO molecule at a distorted geometry. The level of theory is ωB97M-V/def2-TZVPD.

Last column: natural (NBO) charge in e.
Element x y z (Å)
C  -0.49778  1.50583  0.14211  -0.60
C  -0.48805  0.06181  -0.35186  -0.33
C  0.72585  -0.84196  0.00111  -0.05
O  1.92380  -0.11039  -0.10379  -0.72
C  -1.50019  -0.95875  -0.01796  0.27
N  -1.71308  -2.10034  -0.01799  -0.33
H  -1.42969  1.99767  -0.15361  0.22
H  -0.37426  1.59761  1.22344  0.21
H  0.32582  2.05034  -0.33768  0.23
H  -0.56308  0.09489  -1.44537  0.24
H  0.48728  -1.75244  -0.62858  0.19
H  0.65338  -1.28729  0.99572  0.17
H  2.45000  -0.25697  0.69444  0.48

Results
Structure (SMILES): C[C@H](C#N)CO
Lowest unoccupied orbital energy, Eh: 0.0198
HOMO-LUMO gap, hartree: 0.414
DFT total energy, eV: -7797.59593
Max |F|, eV/Å: 1.8
Relative energy (zero: lowest compared OMol25 entry of this formula, charge and spin), kJ/mol: 197.6

Entry 9:
This record from the Open Molecules 2025 dataset describes a single C4H7NO molecule at a distorted geometry. The level of theory is ωB97M-V/def2-TZVPD.

Last column: natural (NBO) charge in e.
Element x y z (Å)
C  1.85949  -0.34216  0.53335  -0.72
C  0.61249  0.35485  0.16330  0.55
O  0.56844  1.56436  0.35689  -0.59
C  -0.48862  -0.38628  -0.48695  -0.21
C  -1.83460  -0.11573  0.08992  -0.22
N  -1.49696  0.36660  -1.22947  -0.55
H  2.37318  0.29176  -0.36196  0.27
H  1.93370  -1.43698  0.56322  0.23
H  2.41496  0.09071  1.37558  0.25
H  -0.27018  -1.37854  -0.87114  0.21
H  -1.87790  0.59428  0.91466  0.21
H  -2.55630  -0.92650  0.11717  0.20
H  -1.24760  1.35464  -1.16121  0.37

Results
Structure (SMILES): CC(=O)[C@H]1CN1
Lowest unoccupied orbital energy, Eh: 0.0335
HOMO-LUMO gap, hartree: 0.401
DFT total energy, eV: -7797.31796
Max |F|, eV/Å: 3.0
Relative energy (zero: lowest compared OMol25 entry of this formula, charge and spin), kJ/mol: 224.5

Please write out number 6 again, unchanged.
This record from the Open Molecules 2025 dataset describes 2 unconnected molecules or ions with the total composition C4H7NO at a distorted geometry. The level of theory is ωB97M-V/def2-TZVPD.

Last column: natural (NBO) charge in e.
Element x y z (Å)
C  -2.02469  0.41203  0.39335  -0.32
C  -0.77912  0.74169  -0.14032  -0.04
N  0.24277  -0.12820  0.03357  -0.50
C  -0.34521  -1.11110  0.86070  -0.10
C  -1.68279  -0.82193  1.04947  -0.29
H  -2.88999  0.93954  0.32615  0.22
H  -0.81161  1.55416  -0.72687  0.19
H  1.13615  -0.00418  -0.18072  0.42
H  0.25656  -1.85977  1.33659  0.21
H  -2.33349  -1.26785  1.90824  0.22
H  2.93208  1.05131  -2.19679  0.48
H  3.34519  -0.16258  -1.34739  0.47
O  2.95414  0.65688  -1.31599  -0.95

Results
Structure (SMILES): c1cc[nH]c1.O
Lowest unoccupied orbital energy, Eh: 0.0221
HOMO-LUMO gap, hartree: 0.315
DFT total energy, eV: -7797.62421
Max |F|, eV/Å: 7.8
Relative energy (zero: lowest compared OMol25 entry of this formula, charge and spin), kJ/mol: 194.9